The following is a DFT calculation (wB97M-V/def2-TZVPD) of an isolated ion of composition C2H2NO2S and charge -1 at a distorted geometry.

## Properties
Charge ... -1
ΔE to the lowest compared entry with this formula, charge and spin ... 492.6 kJ/mol
Electronic energy ... -18523.3234 eV
Largest force on an atom ... 3.55 eV/A
HOMO energy ... -3.4 eV
Lowest unoccupied orbital energy ... 4.079 eV

```
8
Properties=species:S:1:pos:R:3:nbo_charge:R:1
C 0.31471 0.89950 1.05079 -0.1899
C 0.17623 -0.10527 0.25955 -0.1056
N -0.75249 0.02730 1.51538 -0.7185
O -0.54655 -1.78914 -1.94369 -1.0018
O 1.15853 -0.03082 -2.31794 -1.0066
S 0.70101 -1.17054 -1.50343 1.5670
H 0.79675 1.75587 1.45935 0.1870
H -1.84821 0.41310 1.47999 0.2683
```